C2HNS2 | ωB97M-V with the def2-TZVPD basis set

Its multiplicity is 1. As for the total energy: -927.8651 a.u.

Each atom is followed by the atoms it is bonded to, with distances in Å.
Geometry (Å):
1 C -1.2284 0.7577 0.1029  C2 1.384, N3 1.167
2 C -0.3033 -0.2715 0.0966  C1 1.384, S4 1.710, H6 0.998
3 N -2.1298 1.4729 -0.0943  C1 1.167
4 S 1.3299 0.2329 0.0615  C2 1.710, S5 1.948
5 S 2.8551 -0.9762 -0.0252  S4 1.948
6 H -0.5235 -1.2158 -0.1415  C2 0.998